(1)
{
  "formula": "C7H15BrSi",
  "method": "ωB97M-V/def2-TZVPD",
  "elements": ["C", "C", "C", "C", "C", "C", "C", "Si", "Br", "H", "H", "H", "H", "H", "H", "H", "H", "H", "H", "H", "H", "H", "H", "H"],
  "positions_angstrom": [[1.682, -0.172, 0.279], [0.393, 0.132, 0.115], [2.449, 0.490, 1.343], [2.273, -1.323, -0.506], [-1.502, 0.619, -2.090], [-2.386, 1.741, 0.559], [-2.301, -1.359, 0.447], [-1.434, 0.234, -0.211], [5.739, -0.373, -0.053], [2.315, -0.107, 2.332], [3.597, 0.732, 1.238], [1.839, 1.377, 1.573], [1.391, -1.963, -0.700], [2.817, -1.042, -1.454], [3.072, -1.819, 0.155], [-1.373, 1.706, -2.314], [-0.762, 0.042, -2.560], [-2.469, 0.499, -2.394], [-3.490, 1.603, 0.249], [-2.631, 1.459, 1.676], [-1.989, 2.664, 0.459], [-2.519, -2.134, -0.267], [-1.545, -1.794, 1.042], [-3.168, -1.209, 1.084]],
  "lowdin_charge": [-0.37, 0.18, -0.08, -0.06, -0.16, -0.17, -0.16, 0.59, -0.55, 0.14, 0.04, 0.07, 0.08, 0.10, 0.09, 0.07, 0.01, -0.01, 0.07, 0.07, -0.03, 0.03, 0.00, 0.04],
  "homo_energy_ev": [-7.015, -7.008],
  "max_force_ev_per_a": 6.58,
  "charge": 0,
  "orbital_gap_ev": [3.40, 3.39]
}



(2)
{
  "formula": "C3H4N4O",
  "method": "ωB97M-V/def2-TZVPD",
  "elements": ["C", "C", "N", "N", "N", "N", "C", "O", "H", "H", "H", "H"],
  "positions_angstrom": [[0.531, 1.338, 0.357], [0.509, 0.469, -0.939], [0.101, -0.821, -0.263], [-0.151, -2.058, -0.553], [-1.022, -2.502, 0.379], [-1.382, -1.496, 1.191], [-0.673, -0.488, 0.806], [-0.604, 0.813, 1.133], [0.231, 2.353, 0.063], [1.484, 1.311, 0.921], [1.383, 0.415, -1.719], [-0.407, 0.668, -1.377]],
  "lowdin_charge": [-0.09, -0.02, -0.09, 0.03, -0.02, 0.08, -0.43, 0.02, 0.13, 0.14, 0.17, 0.09],
  "homo_energy_ev": -9.712,
  "max_force_ev_per_a": 2.89,
  "charge": 0,
  "orbital_gap_ev": 10.19
}



(3)
{
  "formula": "C33H45FeN5S",
  "method": "ωB97M-V/def2-TZVPD",
  "elements": ["Fe", "N", "N", "C", "C", "C", "C", "H", "H", "H", "C", "C", "H", "H", "H", "C", "C", "H", "H", "H", "C", "H", "H", "H", "C", "H", "H", "H", "C", "H", "C", "H", "C", "H", "C", "H", "C", "C", "H", "C", "C", "H", "C", "H", "N", "C", "C", "C", "H", "C", "C", "H", "H", "H", "C", "H", "C", "C", "H", "H", "H", "C", "H", "H", "H", "C", "N", "C", "C", "S", "N", "C", "C", "H", "H", "H", "H", "H", "H", "H", "H", "H", "H", "H", "H"],
  "positions_angstrom": [[0.434, -0.614, -0.566], [-1.691, -0.976, 0.793], [-0.590, -2.428, -1.712], [1.918, 0.659, -1.003], [2.392, -0.583, -0.411], [1.852, -0.652, 0.939], [2.164, -1.692, 1.962], [2.205, -2.695, 1.511], [1.396, -1.686, 2.756], [3.141, -1.491, 2.436], [1.067, 0.538, 1.163], [0.571, 1.096, 2.461], [1.379, 1.595, 3.033], [0.153, 0.306, 3.102], [-0.209, 1.851, 2.280], [1.062, 1.302, -0.045], [0.516, 2.690, -0.199], [-0.218, 2.920, 0.583], [0.018, 2.789, -1.174], [1.311, 3.456, -0.151], [3.337, -1.539, -1.055], [4.354, -1.352, -0.660], [3.343, -1.384, -2.144], [3.056, -2.580, -0.834], [2.373, 1.364, -2.236], [1.498, 1.738, -2.790], [2.944, 0.691, -2.881], [3.001, 2.237, -1.979], [-2.511, -0.598, 1.768], [-2.657, 0.479, 1.928], [-3.150, -1.570, 2.540], [-3.896, -1.237, 3.253], [-2.794, -2.917, 2.373], [-3.273, -3.669, 3.005], [-1.830, -3.263, 1.423], [-1.497, -4.295, 1.291], [-1.256, -2.241, 0.644], [-0.111, -2.410, -0.323], [0.601, -3.225, -0.067], [-0.677, -1.046, -2.033], [-0.155, -3.088, -2.875], [0.078, -4.138, -2.917], [-0.247, -2.209, -3.904], [-0.120, -2.346, -4.967], [-0.612, -0.963, -3.393], [-0.792, 0.306, -4.008], [0.120, 0.806, -4.948], [0.033, 2.166, -5.281], [0.739, 2.581, -6.004], [-0.898, 3.016, -4.679], [-1.008, 4.468, -5.064], [-0.837, 5.133, -4.203], [-2.018, 4.687, -5.443], [-0.284, 4.723, -5.847], [-1.739, 2.500, -3.692], [-2.418, 3.174, -3.159], [-1.719, 1.145, -3.366], [-2.652, 0.607, -2.348], [-3.372, -0.114, -2.756], [-3.216, 1.433, -1.909], [-2.082, 0.093, -1.532], [1.240, -0.021, -5.487], [0.896, -0.840, -6.132], [1.857, -0.439, -4.677], [1.888, 0.628, -6.089], [-2.059, 0.820, 5.380], [-1.153, 0.248, 6.373], [-1.849, -0.298, 7.541], [-0.153, -0.611, 5.887], [-0.347, -1.611, 4.537], [0.986, -0.606, 6.603], [1.186, 0.313, 7.726], [2.149, -1.324, 6.099], [-2.790, 1.439, 5.912], [-2.576, 0.032, 4.812], [-1.486, 1.438, 4.677], [-2.326, -1.266, 7.311], [-1.146, -0.424, 8.370], [-2.624, 0.422, 7.830], [2.221, 0.671, 7.690], [0.490, 1.153, 7.637], [1.025, -0.201, 8.685], [2.349, -1.045, 5.054], [3.003, -1.048, 6.724], [1.978, -2.407, 6.135]],
  "lowdin_charge": [0.50, 0.11, -0.04, -0.29, -0.31, -0.26, -0.05, 0.07, -0.01, 0.08, -0.25, -0.06, 0.09, -0.01, 0.06, -0.28, -0.03, 0.06, 0.07, 0.08, -0.05, 0.08, 0.07, 0.07, -0.03, 0.07, 0.06, 0.08, -0.14, 0.11, -0.13, 0.08, -0.11, 0.10, -0.03, 0.10, -0.25, -0.21, 0.11, -0.18, -0.08, 0.09, -0.08, 0.09, -0.01, -0.17, -0.26, -0.06, 0.09, -0.34, -0.11, 0.06, 0.06, 0.06, -0.05, 0.10, -0.24, -0.09, 0.08, 0.07, 0.04, -0.09, 0.05, 0.07, 0.07, -0.12, -0.26, -0.20, -0.74, 0.64, -0.19, -0.28, -0.14, 0.07, 0.04, 0.08, 0.07, 0.02, 0.05, 0.04, 0.05, 0.00, 0.07, 0.06, 0.07],
  "homo_energy_ev": [2.218, -2.371],
  "max_force_ev_per_a": 2.47,
  "spin_multiplicity": 5,
  "charge": -2,
  "orbital_gap_ev": [2.36, 6.86]
}



(4)
{
  "formula": "C4H13NO2",
  "method": "ωB97M-V/def2-TZVPD",
  "elements": ["C", "N", "C", "C", "C", "H", "H", "H", "H", "H", "H", "H", "H", "H", "O", "H", "H", "O", "H", "H"],
  "positions_angstrom": [[1.352, 1.517, -0.602], [0.567, 1.570, 0.430], [-0.855, 1.990, 0.211], [-1.809, 0.873, 0.392], [-1.811, 0.248, 1.798], [1.218, 2.376, -1.329], [2.220, 0.854, -0.742], [-0.831, 2.791, 0.867], [-0.954, 2.283, -0.842], [-2.849, 1.282, 0.131], [-1.578, 0.232, -0.439], [-0.770, 0.119, 2.167], [-2.286, 0.950, 2.410], [-2.174, -0.815, 1.890], [1.730, -5.044, -3.652], [1.143, -4.846, -2.848], [1.251, -4.424, -4.171], [1.873, -0.992, 1.331], [2.659, -0.861, 2.070], [1.906, -0.103, 0.928]],
  "lowdin_charge": [-0.04, -0.04, -0.27, -0.26, -0.10, 0.09, 0.07, 0.09, 0.10, 0.13, 0.10, 0.06, 0.04, 0.09, -0.08, 0.08, 0.00, -0.15, 0.13, -0.05],
  "homo_energy_ev": -9.371,
  "max_force_ev_per_a": 4.59,
  "charge": 0,
  "orbital_gap_ev": 10.02
}



(5)
{
  "formula": "C20H19F10N9O4S2Tl",
  "method": "ωB97M-V/def2-TZVPD",
  "elements": ["Tl", "C", "N", "C", "C", "C", "N", "C", "C", "F", "C", "F", "C", "C", "F", "C", "F", "H", "H", "H", "H", "H", "H", "H", "H", "H", "H", "H", "N", "C", "N", "C", "N", "N", "C", "N", "C", "C", "C", "C", "C", "N", "H", "H", "H", "H", "H", "H", "H", "H", "F", "C", "F", "F", "S", "O", "O", "N", "S", "O", "O", "C", "F", "F", "F"],
  "positions_angstrom": [[-0.449, 0.038, -0.441], [-3.783, 0.172, 0.015], [-2.809, 1.088, -0.606], [-3.182, 1.464, -1.968], [-2.506, 2.210, 0.256], [-1.344, 3.037, -0.268], [-0.109, 2.290, -0.297], [0.930, 2.673, -1.157], [1.131, 2.139, -2.429], [0.206, 1.282, -2.931], [2.260, 2.410, -3.172], [2.418, 1.818, -4.357], [3.212, 3.282, -2.693], [3.013, 3.862, -1.455], [3.917, 4.707, -0.973], [1.897, 3.569, -0.697], [1.713, 4.158, 0.478], [-4.722, 0.690, 0.231], [-3.380, -0.224, 0.944], [-3.991, -0.659, -0.658], [-3.922, 2.273, -1.971], [-3.615, 0.606, -2.479], [-2.310, 1.799, -2.532], [-2.245, 1.825, 1.242], [-3.376, 2.868, 0.345], [-1.203, 3.837, 0.469], [-1.585, 3.505, -1.229], [4.097, 3.510, -3.273], [-1.415, -1.288, -3.670], [-0.458, -2.110, -3.207], [-0.033, -3.072, -4.006], [0.882, -3.895, -3.492], [1.328, -4.893, -4.249], [1.418, -3.772, -2.251], [0.969, -2.764, -1.549], [0.012, -1.922, -1.947], [1.639, -2.489, -0.252], [2.464, -3.422, 0.342], [3.141, -3.067, 1.504], [3.004, -1.786, 2.006], [2.170, -0.902, 1.340], [1.490, -1.263, 0.255], [-1.683, -1.374, -4.636], [-1.697, -0.480, -3.148], [0.972, -5.008, -5.182], [2.008, -5.530, -3.875], [2.579, -4.391, -0.118], [3.788, -3.782, 1.995], [3.503, -1.453, 2.905], [2.057, 0.122, 1.665], [-1.775, -2.811, 4.479], [-1.706, -2.322, 3.263], [-0.785, -3.002, 2.560], [-2.882, -2.460, 2.649], [-1.260, -0.533, 3.190], [-1.203, -0.394, 1.715], [-2.293, 0.250, 3.792], [0.112, -0.566, 3.932], [0.838, 0.855, 4.152], [2.205, 0.639, 4.506], [0.536, 1.759, 3.068], [0.075, 1.590, 5.688], [-0.383, 0.626, 6.477], [1.027, 2.259, 6.326], [-0.906, 2.422, 5.377]],
  "lowdin_charge": [1.26, -0.05, -0.32, -0.07, -0.19, -0.21, -0.05, -0.20, -0.16, 0.03, -0.21, 0.11, 0.10, -0.20, 0.13, -0.15, 0.14, 0.11, 0.07, 0.10, 0.12, 0.09, 0.08, 0.12, 0.15, 0.15, 0.13, 0.15, 0.20, -0.42, 0.19, -0.40, 0.20, 0.20, -0.27, 0.11, -0.20, 0.03, 0.00, 0.01, -0.09, 0.04, 0.13, 0.06, 0.12, 0.12, 0.12, 0.13, 0.13, 0.11, 0.19, -0.68, 0.13, 0.14, 0.63, -0.44, -0.23, -0.28, 0.60, -0.27, -0.30, -0.68, 0.15, 0.16, 0.16],
  "homo_energy_ev": -11.955,
  "max_force_ev_per_a": 1.99,
  "charge": 1,
  "orbital_gap_ev": 6.72
}



(6)
{
  "formula": "C28H46BrHgN3P2S",
  "method": "ωB97M-V/def2-TZVPD",
  "elements": ["N", "C", "C", "C", "C", "C", "C", "Hg", "P", "C", "C", "C", "C", "C", "C", "C", "Br", "H", "H", "H", "H", "H", "H", "H", "H", "H", "H", "P", "C", "C", "H", "H", "H", "H", "H", "C", "C", "H", "H", "H", "H", "H", "C", "C", "H", "H", "H", "H", "H", "C", "C", "H", "H", "H", "H", "H", "C", "C", "H", "H", "H", "H", "H", "C", "C", "H", "H", "H", "H", "H", "S", "C", "N", "C", "C", "N", "H", "H", "H", "H", "H", "H"],
  "positions_angstrom": [[-4.910, -0.718, 2.960], [-4.017, 0.112, 3.511], [-3.177, 0.926, 2.747], [-3.222, 0.827, 1.341], [-4.176, -0.044, 0.767], [-5.021, -0.763, 1.630], [-2.285, 1.562, 0.540], [0.515, -0.453, 0.032], [2.145, 0.746, -1.367], [-2.217, 1.403, -0.813], [-1.558, 2.330, -1.706], [-1.733, 2.212, -3.108], [-1.196, 3.160, -3.971], [-0.410, 4.193, -3.448], [-0.181, 4.310, -2.068], [-0.736, 3.370, -1.208], [0.419, 5.435, -4.627], [-1.606, 2.226, 1.076], [-2.751, 0.583, -1.303], [-2.463, 1.589, 3.232], [-4.269, -0.203, -0.307], [-3.950, 0.136, 4.603], [-5.800, -1.409, 1.212], [-2.316, 1.369, -3.489], [-0.544, 3.435, -0.133], [-1.381, 3.104, -5.042], [0.413, 5.135, -1.678], [-0.546, -2.668, -0.520], [2.714, 2.294, -0.565], [3.481, 3.275, -1.449], [3.313, 2.009, 0.312], [1.810, 2.778, -0.165], [3.813, 4.127, -0.846], [4.387, 2.830, -1.876], [2.857, 3.681, -2.254], [1.644, 1.127, -3.094], [2.749, 1.027, -4.146], [1.171, 2.119, -3.117], [0.832, 0.426, -3.339], [2.330, 1.262, -5.131], [3.566, 1.741, -3.973], [3.155, 0.009, -4.195], [3.446, -0.553, -1.349], [4.880, -0.073, -1.497], [3.189, -1.298, -2.116], [3.341, -1.063, -0.379], [5.541, -0.943, -1.445], [5.070, 0.418, -2.457], [5.158, 0.597, -0.678], [0.498, -3.873, 0.377], [2.007, -3.667, 0.199], [0.192, -4.875, 0.037], [0.240, -3.756, 1.441], [2.549, -4.505, 0.646], [2.316, -3.613, -0.851], [2.369, -2.762, 0.702], [-0.341, -2.860, -2.332], [-1.202, -1.887, -3.152], [-0.578, -3.908, -2.579], [0.729, -2.676, -2.532], [-1.022, -2.046, -4.223], [-2.278, -2.032, -2.984], [-0.965, -0.833, -2.942], [-2.278, -3.061, -0.083], [-2.520, -3.184, 1.425], [-2.541, -4.009, -0.582], [-2.921, -2.269, -0.497], [-3.578, -3.386, 1.630], [-1.944, -4.000, 1.875], [-2.254, -2.267, 1.968], [-0.356, -0.492, 2.649], [0.017, -0.244, 4.283], [1.193, -0.363, 4.949], [1.055, -0.162, 6.382], [-0.460, -0.074, 6.568], [-0.939, 0.027, 5.206], [2.069, -0.595, 4.501], [1.531, 0.759, 6.727], [1.465, -0.996, 6.937], [-0.737, 0.822, 7.130], [-0.862, -0.980, 7.029], [-1.931, 0.073, 4.994]],
  "lowdin_charge": [0.07, -0.14, -0.08, -0.25, -0.02, -0.13, -0.08, 0.73, 0.87, -0.07, -0.24, -0.03, -0.11, -0.69, -0.13, -0.04, 0.78, 0.11, 0.10, 0.10, 0.10, 0.11, 0.12, 0.12, 0.11, 0.12, 0.11, 0.85, -0.38, -0.12, 0.09, 0.06, 0.09, 0.07, 0.07, -0.36, -0.11, 0.06, 0.06, 0.09, 0.07, 0.08, -0.42, -0.13, 0.09, 0.05, 0.09, 0.07, 0.08, -0.39, -0.15, 0.11, 0.08, 0.09, 0.07, 0.04, -0.38, -0.14, 0.11, 0.07, 0.09, 0.08, 0.03, -0.36, -0.15, 0.11, 0.07, 0.09, 0.07, 0.01, 0.62, -0.75, 0.04, -0.12, -0.12, 0.03, 0.15, 0.13, 0.13, 0.13, 0.13, 0.11],
  "homo_energy_ev": -12.843,
  "max_force_ev_per_a": 1.64,
  "charge": 2,
  "orbital_gap_ev": 7.03
}



- Number 2 is which compound?
  C3H4N4O



- Among the records above, which one has the highest charge?
  C28H46BrHgN3P2S



- The lowest charge belongs to which entry?
  C33H45FeN5S



- The highest charge belongs to which entry?
  C28H46BrHgN3P2S